Molecular formula: C4H9FeO4
Method: DFT, wB97M-V/def2-TZVPD

**Charge**: 0
**Multiplicity**: 6
**Frontier orbital gap (spin up / spin down)**: 0.337 / 0.253 hartree
**Expectation value of S²**: 8.766
**E_HOMO (spin up / spin down)**: -9.042 / -8.942 eV

Structure (XYZ):
```
18
Properties=species:S:1:pos:R:3:forces:R:3
C -2.9407 0.7488 0.3111 0.0 -1.1 1.5
O -2.2032 -0.0237 -0.5499 -0.7 0.4 -0.8
H -3.8255 1.1879 -0.1708 0.3 0.1 -0.1
H -3.2293 0.0975 1.1619 -0.4 0.5 -0.2
H -2.3170 1.5343 0.7750 -0.1 0.2 -0.6
O 3.1406 -1.6471 -0.4760 0.2 0.5 0.1
O 1.5576 1.4009 -1.2089 1.0 0.1 -0.2
C 0.3592 1.3463 -0.5600 -0.7 -1.2 1.0
C 0.0275 -0.1205 -0.0498 4.3 0.9 0.8
O 1.4230 -0.6902 0.6772 -1.4 1.3 0.0
C 2.0648 -1.9337 0.3240 -0.5 -0.8 -0.3
Fe 2.8342 0.2311 -0.4756 0.1 0.0 -1.0
H -0.4919 1.6242 -1.2097 0.3 0.0 0.1
H 0.3170 1.9898 0.3417 0.1 0.1 -0.2
H 0.0047 -0.7628 -0.9460 -1.1 -0.3 1.1
H -0.3988 0.0034 0.9591 -1.3 -1.1 -1.2
H 2.3647 -2.4116 1.2781 -0.1 0.3 -0.3
H 1.3131 -2.5748 -0.1815 0.3 0.1 0.1
```
Positions in Å, forces in eV/Å.

=====

Molecular formula: C20H35N3O4
Method: DFT, wB97M-V/def2-TZVPD

**Charge**: 0
**Multiplicity**: 1
**Frontier orbital gap**: 0.366 hartree
**E_HOMO**: -9.197 eV
**SMILES string**: CCOC(=O)N1CCN(C(=O)[C@@H](CC(C)C)NC(=O)C2CCCCC2)CC1

Structure (XYZ):
```
62
Properties=species:S:1:pos:R:3:forces:R:3
C -1.9562 3.3611 -1.9526 -0.2 -0.3 0.2
C -2.8115 2.1298 -2.2035 0.3 0.2 -0.5
H -3.7702 2.3976 -2.6617 0.1 -0.1 0.1
H -2.2985 1.4117 -2.8513 -0.1 0.1 0.1
O -3.0919 1.4957 -0.9558 0.0 0.0 0.3
C -2.8528 0.1773 -0.8661 -0.3 -0.1 0.0
O -2.5037 -0.5240 -1.7878 0.1 -0.1 -0.3
N -3.1186 -0.2964 0.3837 0.0 0.1 0.0
C -3.1062 0.5747 1.5357 0.1 0.2 0.2
H -3.4538 1.5642 1.2450 0.0 -0.1 0.2
H -3.7885 0.1681 2.2863 0.0 0.1 0.0
C -1.6657 0.6671 2.0606 -0.1 0.5 0.1
N -1.0726 -0.6624 2.0975 -0.3 -0.2 -0.1
C 0.2442 -0.9537 2.0299 0.0 0.3 0.1
O 0.6393 -2.1071 1.9654 0.3 -0.3 0.0
C 1.2468 0.2062 1.9548 -0.1 0.1 0.1
N 1.7814 0.1513 0.6057 0.3 -0.1 0.4
C 1.1726 0.7956 -0.4187 0.5 -0.1 -0.3
O 0.3419 1.6678 -0.2353 -0.3 0.2 -0.1
C 1.6213 0.3241 -1.7885 -0.4 0.2 -0.1
C 1.3319 1.3707 -2.8623 0.3 0.0 0.0
C 1.7312 0.8527 -4.2394 -0.3 0.0 0.0
C 0.9905 -0.4430 -4.5563 0.3 -0.1 0.0
C 1.2769 -1.4931 -3.4880 -0.3 0.0 0.0
C 0.8675 -0.9755 -2.1128 0.3 -0.2 -0.1
H -0.2072 -0.7812 -2.1076 0.0 0.0 0.1
H 1.0745 -1.7338 -1.3525 -0.1 0.0 0.0
H 0.7260 -2.4088 -3.7093 0.1 -0.1 0.0
H 2.3439 -1.7327 -3.4878 0.1 -0.1 0.0
H -0.0836 -0.2495 -4.5850 -0.1 0.0 -0.1
H 1.2928 -0.8158 -5.5373 -0.1 0.0 0.0
H 1.5043 1.6073 -4.9953 0.1 0.0 0.0
H 2.8089 0.6705 -4.2631 0.1 0.0 -0.1
H 0.2651 1.5949 -2.8501 -0.1 0.1 0.0
H 1.8699 2.2928 -2.6313 -0.1 0.1 0.0
H 2.6974 0.1157 -1.7587 0.0 0.0 0.0
H 2.3135 -0.6810 0.3982 0.0 0.1 -0.1
H 0.7527 1.1727 2.0576 0.0 -0.2 0.0
C 2.3300 0.1072 3.0391 -0.2 -0.3 -0.2
H 2.8715 1.0553 3.0695 0.0 0.1 0.0
H 1.8056 -0.0039 3.9907 0.0 0.1 0.1
C 3.3385 -1.0421 2.8764 0.1 0.0 0.1
C 4.5760 -0.5837 2.1046 -0.2 -0.1 0.0
H 5.1421 0.1309 2.7000 0.1 0.1 0.0
H 4.3112 -0.1026 1.1667 0.1 0.1 -0.1
H 5.2231 -1.4309 1.8878 0.1 -0.1 0.0
C 3.7607 -1.5673 4.2480 -0.1 0.0 -0.3
H 4.5066 -2.3511 4.1391 0.1 -0.1 0.1
H 2.9067 -1.9819 4.7781 -0.1 0.0 0.1
H 4.1895 -0.7671 4.8490 0.1 0.1 0.1
H 2.8522 -1.8621 2.3422 0.0 0.1 0.0
C -2.0178 -1.7590 2.0080 -0.1 -0.3 0.0
H -2.7005 -1.7162 2.8618 0.0 0.0 0.0
C -2.7841 -1.6792 0.6836 0.0 -0.3 -0.1
H -2.1768 -2.0608 -0.1412 -0.1 0.0 0.2
H -3.7012 -2.2761 0.7457 0.1 -0.1 0.0
H -1.4497 -2.6890 2.0583 -0.2 0.1 0.0
H -1.6533 1.1194 3.0602 -0.1 0.0 -0.1
H -1.1098 1.3022 1.3649 -0.1 -0.1 0.2
H -1.6798 3.8152 -2.9001 0.0 0.1 -0.1
H -1.0578 3.0764 -1.4100 0.1 0.0 0.0
H -2.5070 4.0858 -1.3586 0.0 0.1 0.0
```
Positions in Å, forces in eV/Å.

=====

Molecular formula: C3H7N3O
Method: DFT, wB97M-V/def2-TZVPD

**Charge**: 0
**Multiplicity**: 1
**Frontier orbital gap**: 0.349 hartree
**E_HOMO**: -8.866 eV
**SMILES string**: [H]/N=C\[C@@H](O)/C(N)=N/[H]

Structure (XYZ):
```
14
Properties=species:S:1:pos:R:3:forces:R:3
C -0.4839 0.5984 -0.6932 2.3 -2.5 3.0
C -0.1468 -0.7728 0.2010 -3.8 -1.1 -2.5
C 0.2568 1.3506 0.3778 -1.7 3.9 -0.7
N 0.9814 -1.5090 0.0538 0.7 1.4 -0.4
O 0.1045 0.4243 -1.9250 0.8 0.5 -0.8
N -1.2359 -1.1630 0.7268 -0.5 -0.2 0.5
N -0.2351 1.7066 1.5032 1.7 -1.2 0.1
H 0.6535 1.1766 -2.1999 -0.3 -0.1 0.2
H 1.7235 -1.0987 -0.4912 0.0 -0.4 0.0
H 1.0114 -2.4799 0.3129 0.0 0.2 0.0
H -1.2415 -2.1226 1.0619 0.4 0.0 0.5
H -0.9205 1.0311 1.8559 -0.6 0.4 -0.6
H -1.5356 0.9070 -0.7485 0.3 -0.8 0.3
H 1.0681 1.9514 -0.0358 0.7 0.0 0.3
```
Positions in Å, forces in eV/Å.

=====

Molecular formula: C3H5N5
Method: DFT, wB97M-V/def2-TZVPD

**Charge**: 0
**Multiplicity**: 1
**Frontier orbital gap**: 0.344 hartree
**E_HOMO**: -8.636 eV
**SMILES string**: [H]/N=c1/nc[nH]n1N=C

Structure (XYZ):
```
13
Properties=species:S:1:pos:R:3:forces:R:3
C 0.2055 1.5638 1.5173 0.9 1.5 -1.1
C 0.1703 -1.1036 -1.8270 2.3 -3.2 -3.1
C -0.0472 -1.0177 0.3172 -0.7 0.1 -5.8
H 0.7973 2.4387 2.0069 -1.1 -1.8 -0.9
H -0.4836 0.9585 2.1611 0.8 0.7 -0.9
H 0.0212 0.9833 -2.1948 0.1 0.1 -0.7
H 0.4295 -1.4213 -2.8848 -0.5 0.1 1.4
H -0.9775 -0.9449 2.0814 3.2 -1.4 -2.1
N 0.3868 1.4500 0.2272 -1.6 -1.5 1.9
N -0.4302 0.3260 -0.3439 1.1 0.8 3.5
N -0.1447 0.1471 -1.6832 -0.8 1.5 1.7
N 0.2662 -1.9021 -0.8072 0.0 2.3 0.5
N -0.1938 -1.4779 1.4297 -3.6 0.9 5.6
```
Positions in Å, forces in eV/Å.

=====

Molecular formula: C7H13O2P
Method: DFT, wB97M-V/def2-TZVPD

**Charge**: 0
**Multiplicity**: 1
**Frontier orbital gap (spin up / spin down)**: 0.276 / 0.276 hartree
**E_HOMO (spin up / spin down)**: -7.603 / -7.603 eV

Structure (XYZ):
```
23
Properties=species:S:1:pos:R:3:forces:R:3
C 1.6649 -1.3465 0.9598 -1.0 -3.6 -2.6
C 1.3286 -2.2702 0.2260 0.6 5.1 2.5
C 0.4713 1.4638 -0.2520 -1.0 -1.4 -0.3
C 0.7810 -3.0447 -0.7881 -1.8 -1.7 -2.2
C 1.6579 1.3354 -1.1399 0.4 2.4 -0.7
C 0.5257 1.9238 1.1452 -2.6 -1.4 -0.4
C -3.1590 0.7047 0.5069 2.4 1.3 0.8
O -2.0057 -1.4984 -0.4569 0.0 -0.7 -1.0
O -0.6108 0.9528 -0.6655 1.8 1.4 -0.1
P -1.6197 -0.4011 0.4431 -1.1 -0.1 2.2
H 2.0276 -0.6625 1.6151 0.8 1.4 1.6
H 0.3836 -3.8971 -0.2741 -0.2 -1.1 -0.1
H 1.6146 -3.3330 -1.4052 0.1 -0.6 -0.6
H -0.1156 -2.7186 -1.4453 1.6 0.4 1.4
H 1.6670 0.3015 -1.3078 0.6 -1.6 -0.5
H 2.6325 1.7733 -0.8449 -0.7 -0.6 0.6
H 1.4948 1.8466 -2.1039 -0.4 -0.4 0.2
H 1.4558 2.0081 1.5818 2.1 0.8 0.6
H -0.0407 1.1383 1.7347 0.3 0.7 -0.6
H -0.1075 2.7999 1.1205 0.0 0.6 0.6
H -4.1201 0.2640 0.6026 -0.6 -0.6 0.0
H -2.9981 1.5723 1.2134 -0.3 -0.9 -0.5
H -2.9281 1.0879 -0.4655 -0.9 0.6 -0.9
```
Positions in Å, forces in eV/Å.

=====

Molecular formula: C11H15N
Method: DFT, wB97M-V/def2-TZVPD

**Charge**: 0
**Multiplicity**: 1
**Frontier orbital gap**: 0.327 hartree
**E_HOMO**: -7.966 eV
**SMILES string**: Cc1c[nH]c2ccccc12.CC

Structure (XYZ):
```
27
Properties=species:S:1:pos:R:3:forces:R:3
C -1.8029 -1.8937 -1.2769 -1.5 -0.9 -1.3
C -0.2503 0.4154 1.1679 -0.5 0.1 -0.5
C -0.7265 0.1113 -0.1458 0.0 0.8 0.9
C -1.3313 -1.1891 -0.0724 -0.2 0.4 0.1
C -1.3062 -1.5464 1.2339 1.2 -1.3 1.4
C 0.3599 1.6262 1.4699 -0.9 0.7 -0.1
C 0.5673 2.5109 0.4351 -0.5 0.1 -0.4
C -0.6569 1.0985 -1.1564 0.6 -1.2 1.2
C 0.0562 2.2357 -0.8393 0.1 1.2 -1.4
N -0.6442 -0.5971 2.0214 -0.2 0.6 -1.4
H -0.1567 -0.7469 2.8826 -0.2 -0.4 0.2
H 0.2806 2.0893 2.4402 0.8 -0.6 0.6
H -1.4296 -2.5115 1.7406 -0.5 0.4 -0.6
H 0.9879 3.4930 0.6403 0.0 -0.2 -0.1
H -0.9759 0.7930 -2.1412 -0.2 0.6 -0.2
H -1.0394 -1.9557 -2.0424 0.4 0.5 -0.2
H -2.7162 -1.4583 -1.7710 0.9 0.1 0.5
H 0.2201 2.9891 -1.6320 -0.1 -0.4 0.5
H -2.0855 -2.9497 -1.1995 0.1 0.1 0.8
C 2.1703 -1.5623 -0.7351 1.0 -0.6 1.2
C 2.3020 -0.1370 -1.2494 -0.2 0.1 -1.7
H 2.5662 -2.2447 -1.4892 -0.1 -0.2 0.3
H 2.7662 -1.6527 0.1838 0.6 -0.1 -0.4
H 1.2778 -1.9985 -0.2905 -0.9 0.6 -0.8
H 1.3739 0.4319 -1.3634 0.7 -0.3 0.6
H 2.6375 -0.2026 -2.3041 0.0 0.0 0.4
H 3.0960 0.4262 -0.7600 -0.3 0.1 0.3
```
Positions in Å, forces in eV/Å.

=====

In the order shown, the computed energy above the lowest of the compared OMol25 structures with the same formula, charge and spin values come out to 80.6 72.3 311.3 432.4 493.7 126.6 kJ/mol.
In the order shown, the computed electronic energy values come out to -1722.2783 -1248.4041 -357.9313 -390.9537 -766.2241 -482.8670 Ha.